No. 1
Formula: C4H10O3
Source: the OMol25 dataset
Level of theory: ωB97M-V/def2-TZVPD

energy above the lowest of the compared OMol25 structures with the same formula, charge and spin: 70.3 kcal per mole
HOMO level: -10.158 eV
LUMO level: 0.3 eV
HOMO-LUMO gap: 10.450 eV
spin multiplicity: 1
SMILES: C[C@H](O)CC=O.O
energy: -10450.19493 eV

Cartesian coordinates (Å):
O1 2.93539 0.36569 0.53504
C1 1.85925 0.20580 1.13866
C2 1.14996 -0.99833 0.57106
C3 -0.01633 -0.38818 -0.05766
C4 -0.67652 -1.21641 -1.18303
O2 -0.01031 1.03760 -0.21156
H1 1.63374 0.67179 2.16192
H2 1.68075 -1.50835 -0.15115
H3 0.86054 -1.84960 1.32285
H4 -0.80214 -0.48466 0.80197
H5 0.03558 -1.36176 -1.96704
H6 -1.19862 -2.21875 -0.93907
H7 -1.47310 -0.45462 -1.45475
H8 0.85193 1.39321 -0.00200
H9 -2.47128 3.01476 -0.37547
H10 -1.73941 1.72137 0.01444
O3 -2.61942 2.07046 -0.20420

Force components x, y, z for each atom (eV/Å):
-1.8 1.8 1.7
4.7 -2.9 0.1
-1.2 -0.4 2.9
-5.6 -1.7 3.0
-1.6 1.6 0.3
0.2 -0.6 -1.1
-0.1 -0.1 -1.5
2.1 -0.5 -1.4
0.3 1.9 -1.0
0.8 0.2 -1.4
0.2 -0.1 -0.9
1.1 1.8 0.2
0.6 -1.4 -0.6
0.3 0.4 -0.5
-0.1 -0.5 0.1
-0.1 0.2 -0.2
0.1 0.4 0.1

natural (NBO) population analysis, charges in e, atoms 1 to 6: -0.5091 0.3597 -0.5127 0.1042 -0.6411 -0.7269

=====

No. 2
Formula: C4H4Br3N3
Source: the OMol25 dataset
Level of theory: ωB97M-V/def2-TZVPD

energy above the lowest of the compared OMol25 structures with the same formula, charge and spin: 0.0 kcal per mole
HOMO level: -8.818 eV
LUMO level: -0.6 eV
HOMO-LUMO gap: 8.217 eV
spin multiplicity: 1
energy: -218808.39209 eV

Cartesian coordinates (Å):
C1 -0.93656 1.43856 1.44660
C2 -1.38087 0.47288 0.50547
C3 -0.22199 -0.15590 0.06392
C4 -3.08164 0.02163 0.12559
N1 0.39084 1.47673 1.48974
N2 0.77356 0.53955 0.59901
N3 -0.06729 -1.04358 -1.00725
Br1 -4.18428 1.15190 1.13436
Br2 -3.10018 -2.05204 0.56467
Br3 -3.32709 0.05248 -1.75537
H1 -1.49703 2.22178 1.94508
H2 1.70672 0.33532 0.32830
H3 -0.74510 -1.72743 -0.81915
H4 0.86300 -1.39608 -0.79218

Force components x, y, z for each atom (eV/Å):
0.2 0.2 -0.7
-3.5 -1.1 0.2
-2.4 1.8 -1.2
5.3 -0.8 0.9
-0.2 0.3 -0.2
0.0 -0.8 0.2
1.8 1.2 1.3
-0.5 -0.3 0.1
-0.4 1.7 0.2
-0.3 0.4 -0.2
0.0 -0.5 0.2
0.9 0.4 0.5
-1.0 -1.7 -0.3
-0.1 -0.9 -0.9

natural (NBO) population analysis, charges in e, atoms 1 to 6: -0.0561 -0.1808 0.2897 -0.3498 -0.2703 -0.3420

=====

No. 3
Formula: C7H8Cl4F9NaO9S3
Source: the OMol25 dataset
Level of theory: ωB97M-V/def2-TZVPD

energy above the lowest of the compared OMol25 structures with the same formula, charge and spin: 109.9 kcal per mole
HOMO level: -3.692 eV
LUMO level: 1.1 eV
HOMO-LUMO gap: 4.783 eV
net charge: -2
spin multiplicity: 1
energy: -137286.76730 eV

Cartesian coordinates (Å):
Na1 -0.06518 -1.11383 -0.52756
C1 1.43674 1.77639 6.41985
F1 2.48575 0.92495 6.50998
F2 0.36264 0.97453 6.62997
F3 1.54117 2.68909 7.37051
S1 1.37905 2.58517 4.63905
O1 2.60203 3.34723 4.47263
O2 1.26564 1.48372 3.65935
O3 0.23458 3.51248 4.66115
C2 -6.02238 2.94397 -1.22816
F4 -6.52002 2.64087 -0.03665
F5 -6.01554 1.87402 -1.97846
F6 -6.80504 3.83402 -1.85485
S2 -4.16141 3.64367 -1.08496
O4 -3.33387 2.39564 -1.07239
O5 -3.90412 4.58958 -2.17098
O6 -4.04827 4.34648 0.19101
C3 4.92905 3.75431 -4.37692
F7 4.50857 3.67300 -5.64462
F8 5.77406 2.76501 -4.01177
F9 5.60670 4.94482 -4.30910
S3 3.42116 3.73372 -3.15154
O7 4.04925 4.25678 -1.91751
O8 2.49251 4.71947 -3.64744
O9 2.93136 2.39370 -3.01130
Cl1 -2.36270 -3.78156 -4.34328
C4 -3.81048 -4.90400 -4.26874
C5 -3.84385 -5.91618 -3.16060
Cl2 -3.72243 -4.98362 -1.62662
H1 -3.88275 -5.42435 -5.22379
H2 -4.69959 -4.27347 -4.26481
H3 -3.03578 -6.63602 -3.29076
H4 -4.83824 -6.35154 -3.06181
Cl3 1.12026 -3.68958 3.30808
C6 2.86052 -4.15265 3.64797
C7 3.87918 -3.44613 2.74002
Cl4 3.41220 -3.47450 1.03369
H5 2.87148 -5.23529 3.52214
H6 3.16538 -4.00705 4.68429
H7 4.80731 -4.01758 2.75094
H8 3.93494 -2.39525 3.02394

Force components x, y, z for each atom (eV/Å):
0.0 0.6 0.1
0.0 -0.7 -2.2
0.3 0.4 0.2
0.0 0.8 0.3
-0.2 -0.1 0.3
-1.0 1.7 -2.3
0.6 -0.9 1.1
-0.1 0.3 1.9
0.5 -1.8 0.9
2.6 1.9 -0.1
-0.4 0.0 0.2
-0.2 -1.5 -0.6
-0.5 0.3 0.4
2.7 0.1 1.3
-1.9 1.2 -0.7
-1.1 -1.5 -0.3
-1.3 -0.8 -0.2
-1.3 1.1 1.6
0.5 -0.8 -0.2
-0.1 0.4 -1.0
-0.3 -1.1 0.1
0.9 3.1 3.2
0.3 -1.1 -1.5
-0.1 -0.4 -1.4
0.1 -1.3 -0.9
-0.8 -1.0 0.1
-0.4 0.5 -1.2
0.2 1.1 0.5
0.3 -0.4 0.3
0.5 0.0 -0.1
0.2 0.2 0.4
-0.2 0.0 0.5
0.3 -0.3 -0.5
1.1 0.0 0.6
-0.1 -0.5 -0.6
-1.0 -0.2 0.4
-0.2 -0.1 -0.6
0.0 0.1 -0.4
-0.5 0.5 0.0
0.1 0.5 0.5
0.5 -0.2 0.0

natural (NBO) population analysis, charges in e, atoms 1 to 6: 0.9916 0.7159 -0.3529 -0.3463 -0.3212 2.2809

=====

Please write out number 1 again, unchanged.
Formula: C4H10O3
Source: the OMol25 dataset
Level of theory: ωB97M-V/def2-TZVPD

energy above the lowest of the compared OMol25 structures with the same formula, charge and spin: 70.3 kcal per mole
HOMO level: -10.158 eV
LUMO level: 0.3 eV
HOMO-LUMO gap: 10.450 eV
spin multiplicity: 1
SMILES: C[C@H](O)CC=O.O
energy: -10450.19493 eV

Cartesian coordinates (Å):
O1 2.93539 0.36569 0.53504
C1 1.85925 0.20580 1.13866
C2 1.14996 -0.99833 0.57106
C3 -0.01633 -0.38818 -0.05766
C4 -0.67652 -1.21641 -1.18303
O2 -0.01031 1.03760 -0.21156
H1 1.63374 0.67179 2.16192
H2 1.68075 -1.50835 -0.15115
H3 0.86054 -1.84960 1.32285
H4 -0.80214 -0.48466 0.80197
H5 0.03558 -1.36176 -1.96704
H6 -1.19862 -2.21875 -0.93907
H7 -1.47310 -0.45462 -1.45475
H8 0.85193 1.39321 -0.00200
H9 -2.47128 3.01476 -0.37547
H10 -1.73941 1.72137 0.01444
O3 -2.61942 2.07046 -0.20420

Force components x, y, z for each atom (eV/Å):
-1.8 1.8 1.7
4.7 -2.9 0.1
-1.2 -0.4 2.9
-5.6 -1.7 3.0
-1.6 1.6 0.3
0.2 -0.6 -1.1
-0.1 -0.1 -1.5
2.1 -0.5 -1.4
0.3 1.9 -1.0
0.8 0.2 -1.4
0.2 -0.1 -0.9
1.1 1.8 0.2
0.6 -1.4 -0.6
0.3 0.4 -0.5
-0.1 -0.5 0.1
-0.1 0.2 -0.2
0.1 0.4 0.1

natural (NBO) population analysis, charges in e, atoms 1 to 6: -0.5091 0.3597 -0.5127 0.1042 -0.6411 -0.7269